DFT (ωB97M-V with the def2-TZVPD basis set) results for a 4-piece molecular cluster, C12H28N4O4 overall in a non-equilibrium geometry.

The relative energy (zero: lowest compared OMol25 entry of this formula, charge and spin) is 48.1 kcal/mol. As for the spin multiplicity: 1. The value obtained for the HOMO energy is -9.40 eV. The net charge is 0. The energy is -27048.545 eV. The value obtained for the LUMO energy is 0.74 eV. Its orbital gap is 10.135 eV. Its SMILES is CNC(C)=O.CNC(C)=O.CNC(C)=O.CNC(C)=O. The value obtained for the maximum force is 4.7 eV/Å.

Structure (XYZ):
```
48
Properties=species:S:1:pos:R:3:forces:R:3
C -11.82449 -12.17006 27.09357 -0.2 -0.4 -0.6
N -12.29001 -11.10754 28.00755 -0.3 -1.1 -1.1
C -11.55745 -10.62282 29.02461 1.6 -0.8 0.3
C -12.28550 -9.65523 29.92621 0.3 -0.1 0.6
O -10.38997 -10.99612 29.17970 -1.1 0.8 0.3
H -11.82738 -11.86266 26.04782 0.0 0.5 0.1
H -12.43718 -13.07156 27.09468 -0.6 0.2 0.4
H -10.84026 -12.61064 27.25257 0.1 0.9 0.7
H -13.24150 -10.78798 27.89509 0.2 -0.2 0.0
H -11.74249 -8.71041 29.94970 -0.4 0.2 -0.4
H -12.23414 -9.96720 30.96935 0.2 -0.5 -0.1
H -13.35146 -9.59977 29.70540 0.2 0.5 -0.2
C -22.67204 -3.53820 36.13442 -0.1 2.5 0.6
N -21.62502 -2.51185 36.45592 1.6 -1.0 -0.8
C -20.47064 -2.51079 35.70447 0.5 2.4 0.5
C -19.47396 -1.29164 35.79053 -0.7 -0.6 0.0
O -20.21229 -3.35079 34.89843 0.0 -1.9 -1.1
H -22.33495 -4.40974 35.57329 0.4 0.3 0.6
H -23.33873 -2.95267 35.50135 -0.5 -0.6 -0.2
H -23.17134 -3.70720 37.08848 -0.1 -0.7 -0.3
H -21.77039 -1.71938 37.06499 -0.4 -0.4 -0.1
H -18.86737 -1.32947 36.69537 -0.3 0.3 0.2
H -19.99704 -0.35094 35.61857 -0.1 0.1 0.7
H -18.76457 -1.32110 34.96350 -0.2 -0.6 0.0
C -25.98773 -18.31822 28.70142 -0.4 1.9 0.1
N -24.93304 -19.22768 28.37442 -0.6 1.1 -0.4
C -24.96581 -20.43459 28.87542 -2.2 -4.1 -0.1
C -23.81215 -21.30996 28.36102 0.2 -0.6 0.5
O -25.95941 -20.89411 29.51850 3.0 1.1 -1.0
H -26.82302 -18.67270 29.30535 0.7 -0.8 0.1
H -26.50202 -17.90410 27.83418 0.4 0.0 -0.4
H -25.49508 -17.50762 29.23838 -0.5 0.4 0.1
H -24.27199 -18.99159 27.64822 -0.1 0.0 0.4
H -23.33918 -21.00132 27.42874 0.0 0.7 0.2
H -24.08022 -22.34036 28.12752 -0.6 0.1 0.5
H -23.05886 -21.37628 29.14604 0.2 0.1 -0.1
C -23.05832 -12.70692 34.93326 0.2 -0.3 -0.8
N -21.80458 -12.16886 34.40923 -0.3 0.4 1.2
C -21.10506 -12.76374 33.41418 -2.6 -1.8 -1.0
C -19.90247 -12.03355 33.01224 2.2 -0.3 -0.3
O -21.54066 -13.79263 32.83372 1.1 2.1 1.3
H -23.61839 -12.01743 35.56495 0.4 0.3 -0.2
H -22.89403 -13.61818 35.50834 0.0 -0.1 -0.1
H -23.63522 -12.92313 34.03407 -0.4 -0.3 0.3
H -21.41620 -11.37495 34.89808 0.1 -0.2 -0.3
H -19.99373 -11.39253 32.13539 -0.4 0.0 0.2
H -19.16283 -12.78376 32.73258 0.0 -0.1 -0.2
H -19.42804 -11.50076 33.83635 -0.3 0.3 0.0
```
Positions in Å, forces in eV/Å.

Löwdin atomic charge list, values in e, 2 entries: -0.067 0.011

***

DFT (ωB97M-V with the def2-TZVPD basis set) results for a 5-piece molecular cluster, H10S5 overall.

The relative energy (zero: lowest compared OMol25 entry of this formula, charge and spin) is 2.3 kcal/mol. As for the spin multiplicity: 1. The value obtained for the HOMO energy is -9.27 eV. The net charge is 0. The energy is -54337.626 eV. The value obtained for the LUMO energy is 0.50 eV. Its orbital gap is 9.767 eV. Its SMILES is S.S.S.S.S. The value obtained for the maximum force is 0.6 eV/Å.

Structure (XYZ):
```
15
Properties=species:S:1:pos:R:3:forces:R:3
S -0.61054 5.12976 -4.87234 0.2 0.0 -0.1
H -0.90667 5.83402 -3.77218 -0.1 -0.1 0.0
H -1.75339 4.43309 -4.87353 0.0 0.1 0.1
S 2.79923 2.74779 -1.20820 0.0 -0.1 -0.2
H 2.83922 2.45028 0.09544 0.0 0.1 0.0
H 2.77563 4.06898 -1.01631 0.1 0.1 0.1
S 2.23015 -3.06226 2.60165 0.1 0.1 0.0
H 2.55413 -3.76644 1.50878 0.0 0.0 0.0
H 0.93621 -3.38166 2.50538 -0.1 -0.1 0.0
S -3.99966 -3.98486 2.87815 0.3 0.2 -0.5
H -4.19965 -3.96300 4.19049 -0.2 -0.2 0.2
H -4.70265 -5.09467 2.62634 -0.1 0.0 0.3
S 1.14117 -0.33586 -0.57757 0.2 -0.1 -0.1
H 1.07216 -0.94929 0.61020 -0.2 0.0 0.0
H -0.17533 -0.12589 -0.69632 0.0 0.0 0.2
```
Positions in Å, forces in eV/Å.

Löwdin atomic charge list, values in e, 2 entries: 0.460 -0.229